Entry 1:
81
Properties=species:S:1:pos:R:3:mulliken_charge:R:1 method="wB97M-V/def2-TZVPD" e_tot_ev=-60560.901 charge=+1
C 5.853 -2.267 -0.900 -0.931
C 4.701 -1.831 -1.445 -1.118
C 4.440 -0.453 -1.957 0.714
C 4.356 -0.277 -3.371 0.900
C 4.567 -1.435 -4.303 -0.968
C 3.258 -1.598 -5.205 0.272
C 2.867 -3.142 -5.491 -1.182
O 3.465 -2.054 -6.470 -0.412
C 4.110 0.996 -3.861 0.871
C 4.050 1.301 -5.340 -0.758
C 5.283 2.134 -5.746 0.322
O 5.250 3.171 -6.332 -0.441
F 6.443 1.554 -5.346 -0.246
C 3.951 2.030 -2.887 0.111
C 3.703 3.463 -3.330 -1.207
C 2.259 3.707 -3.843 0.397
C 1.170 2.996 -3.025 -1.132
Cl 1.976 5.496 -3.667 -0.167
N 4.031 1.840 -1.603 -0.871
N 4.283 0.617 -1.205 1.055
C 4.399 0.461 0.270 -2.111
C 3.036 0.096 0.947 0.904
N 3.378 -0.400 2.314 -0.738
N 2.185 1.246 1.181 -0.428
N 2.312 -0.977 0.280 -0.517
H 5.808 -2.852 0.025 0.315
H 6.848 -2.146 -1.339 0.278
H 3.887 -2.553 -1.572 0.610
H 4.561 -2.405 -3.805 0.612
H 5.401 -1.314 -5.000 0.414
H 2.425 -0.899 -5.035 0.628
H 1.807 -2.859 -5.147 0.233
H 2.463 -3.635 -6.392 0.438
H 4.074 0.414 -5.985 0.393
H 3.161 1.868 -5.630 0.080
H 3.861 4.139 -2.481 0.553
H 4.410 3.788 -4.102 0.440
H 2.149 3.499 -4.910 0.226
H 0.266 3.615 -3.073 0.500
H 1.417 2.879 -1.964 0.196
H 0.893 2.027 -3.466 0.281
H 4.688 1.446 0.659 0.450
H 5.216 -0.203 0.541 0.500
H 3.738 0.393 2.846 0.263
H 4.173 -1.039 2.258 0.290
H 1.562 1.395 0.394 0.211
H 2.766 2.066 1.313 0.308
H 1.354 -0.900 0.636 0.177
H 2.632 -1.850 0.692 0.307
C -1.229 0.683 2.393 -0.819
O -1.066 -0.639 1.894 -0.361
C -0.968 -1.608 2.934 -0.403
C -2.274 -2.352 3.126 -0.724
O -3.292 -1.496 3.617 -0.326
C -4.201 -1.081 2.608 -0.664
H -1.519 1.324 1.560 0.242
H -2.005 0.738 3.158 0.392
H -0.280 1.042 2.802 0.318
H -0.648 -1.141 3.870 0.375
H -0.196 -2.324 2.634 0.352
H -2.123 -3.134 3.876 0.401
H -2.586 -2.835 2.194 0.362
H -4.866 -1.909 2.342 0.304
H -3.682 -0.726 1.714 0.322
H -4.802 -0.266 3.008 0.204
C -6.914 -0.495 5.659 -0.855
O -7.314 -0.371 4.303 -0.339
C -8.250 -1.368 3.918 -0.435
C -9.663 -0.823 3.883 -0.606
O -10.121 -0.478 5.182 -0.370
C -10.071 0.916 5.432 -0.688
H -6.386 0.416 5.938 0.257
H -7.772 -0.619 6.323 0.433
H -6.233 -1.345 5.774 0.308
H -8.187 -2.237 4.579 0.370
H -7.975 -1.693 2.909 0.351
H -10.331 -1.604 3.505 0.377
H -9.731 0.035 3.206 0.347
H -10.874 1.425 4.889 0.326
H -9.108 1.345 5.146 0.285
H -10.217 1.071 6.500 0.246

***

Entry 2:
78
Properties=species:S:1:pos:R:3:mulliken_charge:R:1 method="wB97M-V/def2-TZVPD" e_tot_ev=-60871.861 charge=+1
N 0.194 3.977 0.666 -0.043
C 0.872 5.024 0.267 0.199
N 0.941 6.230 1.058 -0.309
C 2.388 6.514 1.360 -0.916
C 3.393 5.382 0.895 0.547
S 3.627 4.158 2.257 -0.091
Cl 5.021 6.214 0.702 -0.132
C 3.053 4.732 -0.501 -0.651
N 1.636 5.038 -0.958 -0.345
H 0.450 3.043 0.338 0.022
H -0.541 4.090 1.363 0.299
H 0.644 6.983 0.423 0.361
H 2.691 7.497 0.925 0.449
H 2.480 6.574 2.481 0.325
H 2.393 3.698 2.664 0.139
H 3.088 3.606 -0.399 0.312
H 3.782 4.980 -1.314 0.448
H 1.297 4.300 -1.583 0.313
C -0.633 -1.737 1.150 -0.838
C -0.865 -0.706 0.052 -0.091
C 0.414 -0.317 -0.687 0.386
C 1.379 0.344 0.193 -0.108
N 2.138 0.863 0.886 -0.454
H 0.030 -1.352 1.928 -0.073
H -1.579 -2.001 1.625 0.442
H -0.192 -2.650 0.743 0.167
H -1.335 0.183 0.484 0.059
H -1.570 -1.118 -0.670 0.369
H 0.159 0.359 -1.506 0.081
H 0.869 -1.203 -1.137 0.034
C 1.487 -0.829 7.267 -1.166
C 1.914 -0.949 5.809 -0.564
C 0.863 -0.416 4.831 0.040
C -0.383 -1.186 4.883 0.296
N -1.360 -1.788 4.935 -0.482
H 0.591 -1.419 7.471 0.346
H 2.279 -1.193 7.923 0.341
H 1.282 0.211 7.531 0.305
H 2.140 -1.994 5.583 0.304
H 2.839 -0.385 5.666 0.337
H 1.265 -0.460 3.815 -0.033
H 0.654 0.636 5.046 0.286
C -5.843 -0.215 0.523 -1.139
C -5.340 0.811 1.531 -0.391
C -5.073 2.184 0.907 -0.407
C -4.003 2.138 -0.092 0.296
N -3.172 2.089 -0.886 -0.455
H -5.104 -0.403 -0.260 0.311
H -6.046 -1.165 1.020 0.331
H -6.767 0.122 0.049 0.334
H -4.431 0.433 2.009 0.259
H -6.089 0.926 2.318 0.312
H -4.792 2.887 1.695 0.269
H -5.987 2.569 0.448 0.302
C 1.452 -2.201 -5.190 -0.751
C 0.781 -0.929 -5.692 -0.623
C 0.359 0.010 -4.559 -0.379
C -0.656 -0.594 -3.693 0.261
N -1.448 -1.078 -3.015 -0.497
H 0.774 -2.791 -4.574 -0.138
H 1.761 -2.823 -6.030 0.426
H 2.341 -1.968 -4.598 0.347
H -0.086 -1.194 -6.303 0.324
H 1.478 -0.396 -6.345 0.350
H -0.042 0.932 -4.987 0.380
H 1.233 0.289 -3.963 0.293
C -0.221 -7.293 -3.130 -1.189
C 0.293 -6.259 -2.137 -0.583
C 0.562 -4.895 -2.778 -0.092
C 1.626 -4.955 -3.783 0.396
N 2.457 -5.021 -4.573 -0.519
H 0.512 -7.493 -3.915 0.345
H -0.425 -8.237 -2.621 0.353
H -1.147 -6.957 -3.602 0.305
H 1.202 -6.635 -1.661 0.339
H -0.451 -6.131 -1.346 0.330
H 0.850 -4.184 -1.999 0.030
H -0.355 -4.511 -3.235 0.362

***

Entry 3:
90
Properties=species:S:1:pos:R:3:mulliken_charge:R:1 method="wB97M-V/def2-TZVPD" e_above_lowest_kj_mol=135.23 e_tot_ev=-88709.107 charge=+2
C -22.217 4.164 25.697 -1.109
C -22.734 4.564 24.320 -0.393
N -21.654 4.478 23.313 0.175
C -21.159 5.542 22.578 -0.501
C -20.308 5.033 21.669 -0.290
N -20.176 3.692 21.950 0.222
C -21.072 3.372 22.873 -0.130
C -19.401 2.688 21.220 -0.493
H -23.051 4.072 26.393 0.373
H -21.618 4.973 26.119 0.328
H -21.624 3.252 25.704 0.353
H -22.975 5.620 24.387 0.255
H -23.537 3.922 23.972 0.348
H -21.661 6.491 22.645 0.375
H -19.825 5.509 20.835 0.444
H -21.180 2.381 23.285 0.446
H -18.397 2.627 21.639 0.337
H -19.498 2.903 20.162 0.160
H -19.794 1.694 21.432 0.065
C -22.169 -5.409 20.858 -0.812
C -21.798 -5.662 19.403 -0.580
N -20.399 -5.344 19.130 0.349
C -19.911 -4.107 18.785 -0.565
C -18.569 -4.257 18.722 -0.666
N -18.261 -5.555 19.018 0.105
C -19.399 -6.193 19.270 -0.204
C -16.932 -6.171 18.998 -0.854
H -23.150 -5.856 21.018 0.409
H -22.107 -4.361 21.133 0.113
H -21.491 -5.991 21.493 0.320
H -22.394 -4.969 18.802 0.159
H -22.041 -6.628 18.968 0.489
H -20.550 -3.260 18.606 0.754
H -17.848 -3.497 18.478 0.491
H -19.474 -7.265 19.345 0.472
H -16.758 -6.706 18.068 0.324
H -16.864 -6.887 19.813 0.378
H -16.226 -5.360 19.142 0.306
C -18.816 -0.458 15.595 -1.236
C -19.345 -0.116 17.004 -0.010
N -19.656 1.312 17.088 0.371
C -20.913 1.846 16.999 -0.561
C -20.795 3.191 16.997 -0.448
N -19.441 3.454 17.091 0.150
C -18.775 2.305 17.107 -0.152
C -18.873 4.782 17.291 -0.874
H -19.620 -0.748 14.923 0.288
H -18.151 -1.318 15.687 0.377
H -18.173 0.335 15.214 0.423
H -18.499 -0.316 17.661 0.316
H -20.191 -0.743 17.267 -0.184
H -21.735 1.157 17.125 0.519
H -21.516 3.985 16.944 0.467
H -17.705 2.192 17.065 0.474
H -18.089 4.977 16.559 0.357
H -18.396 4.852 18.267 0.333
H -19.636 5.539 17.152 0.313
C -24.181 -3.719 23.476 -0.730
C -25.055 -2.906 24.414 -0.488
N -25.781 -1.846 23.709 0.258
C -25.272 -0.946 22.785 -0.442
C -26.321 -0.247 22.301 -0.759
N -27.459 -0.731 22.905 0.096
C -27.098 -1.696 23.746 -0.023
C -28.817 -0.173 22.793 -0.863
H -24.726 -4.396 22.811 0.344
H -23.541 -4.373 24.065 0.432
H -23.619 -3.069 22.808 0.008
H -24.339 -2.459 25.111 0.253
H -25.772 -3.426 25.043 0.370
H -24.207 -0.889 22.644 0.650
H -26.314 0.660 21.722 0.475
H -27.756 -2.127 24.483 0.363
H -29.043 -0.025 21.743 0.351
H -28.846 0.740 23.381 0.350
H -29.532 -0.879 23.206 0.328
P -22.515 -3.200 15.468 1.240
F -24.074 -3.548 15.269 -0.382
F -22.055 -4.239 14.344 -0.393
F -22.639 -2.005 14.392 -0.375
F -20.940 -2.788 15.724 -0.382
F -22.896 -2.152 16.670 -0.400
F -22.441 -4.382 16.592 -0.341
P -21.870 -0.390 20.233 1.549
F -20.377 -0.869 19.916 -0.400
F -22.193 -1.881 20.802 -0.342
F -21.371 0.009 21.776 -0.411
F -23.376 0.075 20.726 -0.434
F -21.603 1.178 19.874 -0.391
F -22.442 -0.694 18.805 -0.383

***

Entry 4:
82
Properties=species:S:1:pos:R:3:mulliken_charge:R:1 method="wB97M-V/def2-TZVPD" e_tot_ev=-55155.386 charge=+1
C 5.278 0.299 -1.196 -1.142
C 3.965 0.734 -1.853 1.134
O 4.175 1.174 -3.200 -0.426
C 3.262 1.909 -1.157 -0.906
N 2.170 1.504 -0.275 -0.148
C 2.519 1.254 1.107 -0.971
C 2.162 -0.152 1.577 -0.186
O 2.650 -1.116 0.636 0.029
C 1.840 -2.147 0.292 0.369
O 2.434 -2.862 -0.731 -0.547
O 0.587 -1.685 -0.133 -0.414
C -0.574 -2.167 0.500 0.042
O -1.630 -1.715 -0.231 -0.636
C -2.799 -1.354 0.551 -0.392
C -3.981 -1.240 -0.407 0.782
C -5.039 -2.288 -0.038 -1.799
C -4.640 0.164 -0.576 0.493
C -4.581 0.574 -2.050 -1.671
C -4.095 1.280 0.323 -1.171
C -0.583 -3.700 0.462 -0.938
N 0.762 -4.247 0.916 0.038
C 1.672 -3.181 1.433 -0.506
C 2.952 -3.879 1.911 0.660
F 3.869 -3.020 2.288 -0.186
F 2.605 -4.646 2.975 -0.300
F 3.453 -4.702 0.992 -0.238
H 6.018 0.049 -1.955 0.402
H 5.126 -0.579 -0.565 0.169
H 5.694 1.087 -0.566 0.288
H 3.264 -0.109 -1.846 -0.336
H 4.479 0.439 -3.740 0.338
H 4.000 2.503 -0.606 0.216
H 2.851 2.548 -1.934 0.151
H 1.419 2.173 -0.340 0.306
H 2.003 1.945 1.782 0.461
H 3.591 1.406 1.266 0.344
H 1.080 -0.246 1.702 0.172
H 2.646 -0.354 2.539 0.212
H 2.494 -2.276 -1.500 0.515
H -0.627 -1.805 1.539 0.377
H -2.556 -0.451 1.108 0.160
H -2.994 -2.147 1.285 0.179
H -3.586 -1.530 -1.383 0.411
H -5.448 -2.081 0.955 0.376
H -4.614 -3.296 -0.019 0.397
H -5.860 -2.283 -0.754 0.436
H -5.697 0.035 -0.328 0.311
H -5.066 -0.169 -2.686 0.382
H -5.081 1.529 -2.210 0.456
H -3.543 0.667 -2.381 0.352
H -3.011 1.253 0.435 0.189
H -4.536 1.268 1.321 0.133
H -4.338 2.250 -0.112 0.479
H -0.772 -4.048 -0.549 0.321
H -1.347 -4.085 1.135 0.382
H 0.621 -4.960 1.633 0.458
H 1.252 -4.679 0.126 0.552
H 1.232 -2.727 2.320 0.431
O 2.517 4.732 -2.442 -0.592
C 2.851 4.904 -3.579 0.511
O 2.150 5.695 -4.421 -0.362
C 2.706 5.638 -5.747 -0.410
C 4.149 5.180 -5.559 -0.561
C 4.033 4.304 -4.314 -0.244
H 2.120 4.924 -6.329 0.256
H 2.606 6.624 -6.194 0.325
H 4.546 4.670 -6.434 0.317
H 4.786 6.040 -5.349 0.279
H 3.778 3.267 -4.541 0.111
H 4.914 4.309 -3.679 0.376
O -3.481 1.640 3.539 -0.551
C -3.740 0.611 4.082 0.420
O -3.544 -0.589 3.455 -0.150
C -3.997 -1.666 4.295 -0.432
C -3.990 -1.107 5.714 -0.579
C -4.300 0.368 5.466 -0.488
H -5.001 -1.953 3.972 0.256
H -3.326 -2.512 4.154 0.318
H -4.696 -1.612 6.367 0.348
H -2.994 -1.206 6.148 0.270
H -5.372 0.571 5.434 0.263
H -3.840 1.049 6.176 0.329

***

Entry 5:
83
Properties=species:S:1:pos:R:3:mulliken_charge:R:1 method="wB97M-V/def2-TZVPD" e_tot_ev=-74642.426 charge=+1
C -4.703 1.979 3.072 -0.298
O -5.377 1.786 1.767 -0.417
C -4.606 0.857 0.910 0.125
C -4.751 1.256 -0.682 -0.665
C -4.632 -0.156 -1.539 -0.618
C -3.023 -0.472 -1.721 -0.512
C -2.874 -2.126 -1.668 -0.340
C -2.163 -2.643 -0.249 -0.065
N -0.825 -3.246 -0.647 0.270
C 0.403 -2.882 -0.080 -0.075
N 1.700 -3.490 -0.559 0.175
C 1.637 -4.984 -0.747 -0.829
C 2.898 -3.030 0.236 -0.713
I 3.206 -4.122 2.135 0.125
O 2.926 -1.573 0.364 -0.318
C 1.729 -0.996 0.961 -0.028
C 2.191 -0.395 2.450 -0.705
C 3.584 0.484 2.150 -0.087
C 3.917 1.361 3.493 -0.693
C 3.991 2.983 3.271 -0.610
C 4.722 3.466 1.886 -0.717
C 3.483 3.914 0.855 -0.383
C 3.369 5.547 0.964 -0.552
C 1.825 6.110 1.109 -0.483
O 1.607 7.302 0.270 -0.321
C 1.541 6.967 -1.163 0.593
C 0.761 5.656 -1.806 -0.721
O 2.129 7.805 -2.059 -0.541
N 0.486 -1.821 0.981 0.572
P -0.068 -2.326 2.581 0.011
O -0.869 -3.904 2.417 -0.481
I -1.768 -0.755 3.414 -0.006
H -4.337 0.924 3.423 -0.013
H -3.797 2.720 2.989 0.222
H -5.418 2.386 3.916 0.265
H -3.441 0.866 1.153 -0.028
H -4.976 -0.239 1.086 0.146
H -5.726 1.867 -0.911 0.323
H -3.796 1.893 -0.990 0.256
H -5.166 -0.109 -2.586 0.287
H -5.077 -1.071 -0.933 0.324
H -2.574 -0.022 -2.716 0.335
H -2.473 0.053 -0.803 0.199
H -2.134 -2.409 -2.557 0.022
H -3.899 -2.678 -1.822 0.394
H -2.871 -3.419 0.275 0.180
H -2.091 -1.705 0.445 -0.083
H -0.874 -3.983 -1.415 0.117
H 0.713 -5.471 -0.195 0.269
H 1.436 -5.165 -1.910 0.392
H 2.653 -5.551 -0.524 0.385
H 3.850 -3.320 -0.426 0.627
H 1.477 -0.017 0.323 0.084
H 1.325 0.290 2.841 0.348
H 2.527 -1.236 3.198 0.229
H 4.465 -0.315 2.051 0.179
H 3.420 1.106 1.173 0.217
H 4.910 0.943 4.004 0.317
H 3.060 1.143 4.288 0.303
H 4.568 3.495 4.170 0.319
H 2.885 3.386 3.314 0.242
H 5.284 2.590 1.312 0.295
H 5.516 4.319 2.037 0.472
H 2.457 3.407 1.173 0.177
H 3.714 3.523 -0.226 0.344
H 3.969 5.876 1.915 0.339
H 3.913 5.995 0.025 0.304
H 1.004 5.266 0.949 0.222
H 1.693 6.462 2.232 0.307
H -0.236 5.524 -1.190 0.279
H 1.370 4.658 -1.710 0.166
H 0.486 5.854 -2.944 0.286
H -1.788 -3.846 2.837 0.359
C -2.170 -5.649 -5.798 -0.505
C -2.524 -4.633 -4.766 0.311
O -1.683 -4.957 -3.682 -0.242
C -0.576 -5.516 -4.248 0.583
O 0.484 -5.673 -3.666 -0.556
O -0.797 -5.872 -5.550 -0.311
F -3.808 -4.778 -4.366 -0.301
H -2.719 -6.588 -5.673 0.294
H -2.331 -5.281 -6.815 0.287
H -2.344 -3.598 -5.075 0.337

***

Entry 6:
74
Properties=species:S:1:pos:R:3:mulliken_charge:R:1 method="wB97M-V/def2-TZVPD" e_tot_ev=-60269.443 charge=-1
Pd -1.014 0.580 -0.206 -0.807
S -3.284 -0.225 -0.584 -0.493
C -4.156 0.559 0.737 -0.058
C -5.526 0.281 0.875 -0.393
C -6.308 0.812 1.887 -0.530
C -5.721 1.671 2.815 -0.524
C -4.373 1.966 2.699 -0.386
C -3.557 1.433 1.687 -0.040
S -1.842 1.859 1.696 -0.506
H -5.972 -0.382 0.142 0.370
H -7.363 0.568 1.945 0.338
H -6.308 2.112 3.614 0.334
H -3.905 2.637 3.411 0.344
C -0.959 -3.871 2.070 -0.787
C -0.992 -2.695 1.055 -0.276
N -1.195 -1.468 1.774 1.187
C -2.459 -1.461 2.474 -0.377
C -2.436 -2.562 3.563 -0.909
N -1.103 -3.264 3.444 -0.020
C 0.019 -2.291 3.715 -0.835
C -0.103 -1.160 2.657 0.225
H -0.020 -4.425 2.068 0.408
H -1.789 -4.569 1.955 0.286
H -1.806 -2.802 0.335 0.516
H -0.056 -2.630 0.499 -0.302
H -3.254 -1.626 1.746 0.325
H -2.605 -0.473 2.910 0.071
H -3.203 -3.326 3.431 0.311
H -2.489 -2.171 4.579 0.338
H -1.062 -4.008 4.134 0.283
H 0.947 -2.858 3.643 0.391
H -0.113 -1.946 4.741 0.307
H 0.814 -1.072 2.075 -0.855
H -0.307 -0.189 3.113 0.503
C -0.211 2.814 -3.075 -1.743
C 1.184 2.638 -2.473 1.633
C 1.370 3.724 -1.413 -1.869
C 2.241 2.797 -3.560 -1.620
Sb 1.122 0.718 -1.371 2.257
C 1.723 -0.775 -2.934 1.732
C 1.387 -2.143 -2.340 -1.679
C 0.775 -0.549 -4.111 -1.867
C 3.165 -0.767 -3.425 -1.751
C 2.993 0.818 -0.142 1.708
C 4.235 1.416 -0.789 -1.697
C 2.610 1.640 1.090 -1.596
C 3.307 -0.603 0.323 -1.505
H -0.303 3.829 -3.486 0.490
H -0.986 2.671 -2.319 0.202
H -0.404 2.109 -3.885 0.311
H 1.195 4.709 -1.867 0.560
H 2.382 3.731 -1.001 0.287
H 0.660 3.599 -0.591 0.206
H 2.184 3.812 -3.980 0.504
H 2.088 2.101 -4.386 0.215
H 3.255 2.656 -3.185 0.203
H 0.354 -2.157 -1.978 0.175
H 2.043 -2.407 -1.507 0.275
H 1.492 -2.922 -3.108 0.541
H -0.263 -0.473 -3.776 0.298
H 0.843 -1.394 -4.812 0.530
H 1.020 0.357 -4.668 0.279
H 3.876 -0.997 -2.627 0.269
H 3.446 0.194 -3.856 0.218
H 3.299 -1.529 -4.207 0.490
H 4.087 2.465 -1.048 0.246
H 4.532 0.885 -1.697 0.218
H 5.082 1.373 -0.088 0.488
H 2.451 2.692 0.849 0.277
H 3.413 1.584 1.840 0.536
H 1.678 1.282 1.535 0.023
H 3.704 -1.230 -0.478 0.294
H 2.414 -1.096 0.723 -0.148
H 4.060 -0.576 1.125 0.574

***

- Look up the charge of the sixth one.
  -1